# 1
{"formula": "C48H60F3N4O2", "method": "the ωB97M-V functional and the def2-TZVPD basis", "species": ["C", "C", "C", "C", "C", "C", "C", "C", "C", "C", "C", "C", "C", "C", "N", "C", "C", "C", "C", "C", "C", "N", "O", "O", "C", "C", "N", "C", "C", "C", "C", "C", "C", "C", "C", "C", "C", "C", "C", "C", "C", "C", "C", "H", "H", "H", "H", "H", "H", "H", "H", "H", "H", "H", "H", "H", "H", "H", "H", "H", "H", "H", "H", "H", "H", "H", "H", "H", "H", "H", "H", "H", "H", "H", "H", "H", "H", "H", "H", "H", "H", "H", "H", "H", "H", "H", "H", "H", "H", "H", "H", "H", "C", "N", "C", "C", "C", "C", "C", "C", "C", "F", "F", "F", "C", "C", "H", "H", "H", "H", "H", "H", "H", "H", "H", "H", "H"], "xyz": [[1.97190, 0.38873, 0.88939], [1.65742, 1.65872, 1.65866], [1.66141, 1.32023, 3.15180], [2.80108, 2.64441, 1.37424], [0.31914, 2.37447, 1.31509], [0.11628, 3.55493, 2.04128], [-0.90754, 4.42212, 1.71409], [-1.73835, 4.12480, 0.64095], [-1.60463, 2.96320, -0.13228], [-2.40107, 3.01214, -1.50242], [-3.01388, 1.74210, -2.07705], [-1.44981, 3.61172, -2.54293], [-3.63531, 3.92380, -1.36269], [-0.62964, 2.00581, 0.33355], [-0.69583, 0.63622, -0.08613], [-1.09987, -0.43796, 0.70734], [-1.13841, -0.46167, 2.08697], [-1.34513, -1.65683, 2.87234], [-0.74003, -2.89412, 2.50318], [-1.11025, -4.07361, 3.12067], [-2.02605, -4.03965, 4.20160], [-2.56332, -5.27172, 4.67439], [-3.42736, -5.25078, 5.58423], [-2.15586, -6.34039, 4.14988], [-2.52057, -2.80680, 4.68434], [-2.16810, -1.63080, 4.03982], [-1.62512, -1.36762, -0.16855], [-2.47797, -2.48106, 0.13576], [-3.77093, -2.28496, 0.71133], [-4.60355, -0.95023, 0.85640], [-5.54051, -1.03780, 2.07722], [-5.41427, -0.80356, -0.43818], [-3.87269, 0.35859, 1.07795], [-4.50994, -3.43033, 1.03211], [-4.05467, -4.70584, 0.73643], [-2.87038, -4.86076, 0.04105], [-2.02865, -3.77547, -0.22958], [-0.69836, -4.22190, -0.92609], [-0.06909, -5.38165, -0.13405], [0.45358, -3.23784, -1.07337], [-1.09003, -4.74133, -2.31420], [-1.28042, -0.98889, -1.46478], [-0.65658, 0.19816, -1.39858], [1.93890, 0.53766, -0.19299], [2.99528, 0.08188, 1.15146], [1.31088, -0.43512, 1.17196], [1.49759, 2.20390, 3.77685], [0.87419, 0.59245, 3.37439], [2.62565, 0.87954, 3.43519], [2.68408, 3.59127, 1.91437], [3.76010, 2.20470, 1.67709], [2.85621, 2.87113, 0.30076], [0.79807, 3.82553, 2.84923], [-1.02610, 5.35852, 2.25651], [-2.49171, 4.87099, 0.39377], [-3.54143, 1.16044, -1.31915], [-3.78361, 2.03128, -2.81051], [-2.32178, 1.11091, -2.63574], [-1.09427, 4.60102, -2.22833], [-0.57056, 2.97197, -2.69387], [-1.96450, 3.72041, -3.50584], [-3.38868, 4.98897, -1.33080], [-4.30135, 3.79351, -2.22508], [-4.21533, 3.64366, -0.47445], [-1.09665, 0.50732, 2.57823], [0.03770, -2.89495, 1.73326], [-0.76146, -5.05112, 2.79011], [-3.20378, -2.82233, 5.53246], [-2.54067, -0.66502, 4.39744], [-4.99619, -1.41552, 2.95330], [-5.91748, -0.03945, 2.34244], [-6.41900, -1.66610, 1.89709], [-4.74101, -0.77024, -1.30608], [-6.10471, -1.64546, -0.57598], [-6.00387, 0.12475, -0.42668], [-3.14057, 0.58837, 0.30967], [-4.61812, 1.17046, 1.05474], [-3.37856, 0.41339, 2.05146], [-5.49626, -3.34573, 1.48992], [-4.64484, -5.58145, 1.00805], [-2.58918, -5.86186, -0.29070], [-0.71270, -6.25951, -0.03091], [0.84103, -5.70673, -0.65518], [0.22083, -5.04170, 0.86729], [0.38491, -2.61234, -1.96569], [0.60568, -2.62108, -0.18447], [1.37176, -3.83226, -1.19856], [-1.58138, -3.95414, -2.90030], [-0.19512, -5.06872, -2.85747], [-1.78020, -5.59052, -2.24966], [-1.53859, -1.58329, -2.32821], [-0.19546, 0.79238, -2.17210], [6.33779, 0.66263, 1.23423], [6.35579, 1.06001, -0.17651], [6.87970, 0.04750, -1.09026], [5.91599, 2.25136, -0.55407], [5.67807, 2.68388, -1.91196], [5.29827, 1.79471, -2.95198], [5.21807, 2.23993, -4.26097], [5.39757, 3.59119, -4.54251], [5.30538, 4.02262, -5.97671], [5.04367, 5.35417, -6.11246], [6.47461, 3.77105, -6.65022], [4.31671, 3.35229, -6.65027], [5.67249, 4.51397, -3.53260], [5.81282, 4.06113, -2.23008], [6.74585, -0.34990, 1.31412], [6.94592, 1.35397, 1.83489], [5.30527, 0.66951, 1.61863], [7.64168, -0.52720, -0.55116], [6.08867, -0.65594, -1.39124], [7.33643, 0.49582, -1.97737], [5.83567, 3.00192, 0.24613], [5.05752, 0.75318, -2.73247], [4.99660, 1.54503, -5.06736], [5.78943, 5.56769, -3.77154], [6.05567, 4.76111, -1.42572]], "lowdin_charge": [-0.049, -0.524, -0.036, -0.053, -0.095, -0.050, -0.050, -0.038, -0.044, -0.502, -0.067, -0.040, -0.074, -0.062, 0.022, -0.236, -0.054, -0.203, -0.026, 0.013, -0.163, -0.323, 0.044, 0.032, 0.008, -0.025, 0.051, -0.079, -0.050, -0.496, -0.058, -0.037, -0.066, -0.030, -0.040, -0.046, -0.086, -0.516, -0.053, -0.069, -0.040, -0.063, -0.083, 0.084, 0.072, 0.073, 0.082, 0.077, 0.089, 0.085, 0.053, 0.089, 0.107, 0.113, 0.101, 0.056, 0.091, 0.063, 0.092, 0.073, 0.096, 0.081, 0.086, 0.098, 0.113, 0.100, 0.108, 0.120, 0.118, 0.087, 0.091, 0.079, 0.083, 0.091, 0.094, 0.045, 0.098, 0.082, 0.109, 0.118, 0.108, 0.083, 0.088, 0.073, 0.069, 0.067, 0.086, 0.085, 0.093, 0.086, 0.135, 0.123, 0.007, -0.125, -0.008, 0.052, -0.172, 0.003, 0.025, -0.085, -0.510, 0.135, 0.136, 0.128, 0.030, 0.020, 0.104, 0.119, 0.083, 0.108, 0.115, 0.111, 0.161, 0.118, 0.140, 0.137, 0.131], "orbital_gap_ha": 0.1186, "total_energy_ev": -68946.9990, "relative_energy_kcal_mol": 0.0, "total_charge": 1, "e_homo_ev": -8.374, "molar_mass_g_mol": 782.03}

# 2
{"formula": "C43H64NO38PS11", "method": "the ωB97M-V functional and the def2-TZVPD basis", "species": ["C", "C", "C", "C", "C", "C", "C", "C", "C", "C", "P", "O", "O", "S", "C", "C", "C", "N", "C", "C", "C", "C", "C", "C", "C", "C", "C", "C", "C", "C", "S", "H", "H", "H", "H", "H", "H", "H", "H", "H", "H", "H", "H", "H", "H", "H", "H", "H", "H", "H", "H", "H", "H", "H", "H", "H", "H", "H", "H", "C", "C", "O", "S", "O", "O", "O", "H", "H", "H", "H", "C", "C", "O", "S", "O", "O", "O", "H", "H", "H", "H", "C", "C", "O", "S", "O", "O", "O", "H", "H", "H", "H", "C", "C", "O", "S", "O", "O", "O", "H", "H", "H", "H", "C", "C", "O", "S", "O", "O", "O", "H", "H", "H", "H", "C", "C", "O", "S", "O", "O", "O", "H", "H", "H", "H", "C", "C", "O", "S", "O", "O", "O", "H", "H", "H", "H", "C", "C", "O", "S", "O", "O", "O", "H", "H", "H", "H", "C", "C", "O", "S", "O", "O", "O", "H", "H", "H", "H"], "xyz": [[-2.53867, -3.04256, 5.15756], [-2.51672, -3.07255, 3.62684], [-1.18886, -2.54239, 3.03357], [-0.48256, -3.53060, 2.08542], [-0.12083, -2.91024, 0.71908], [1.17552, -3.45046, 0.11788], [2.49454, -2.86237, 0.70604], [2.31263, -1.99782, 1.93333], [2.47598, -2.56732, 3.18340], [2.29127, -1.81769, 4.33892], [2.55446, -2.64079, 5.91554], [1.21179, -3.41895, 6.33678], [2.92106, -1.57482, 7.05665], [3.99702, -3.91838, 5.79431], [1.92328, -0.48853, 4.20519], [1.76454, 0.09170, 2.96135], [1.97081, -0.63969, 1.79536], [1.85430, -0.14250, 0.49209], [1.57028, 1.21986, 0.26136], [1.56843, 1.64388, -1.06511], [1.26796, 2.94385, -1.42084], [0.95564, 3.89910, -0.45174], [0.63591, 5.30041, -0.83941], [0.14459, 6.23726, 0.08113], [-0.14988, 7.53541, -0.29367], [0.02653, 7.96233, -1.59874], [0.50017, 7.04401, -2.52470], [0.80782, 5.74470, -2.15029], [0.98271, 3.47935, 0.87359], [1.28137, 2.17376, 1.22174], [1.27886, 1.79655, 2.95003], [-2.11276, -2.11506, 5.54423], [-3.55549, -3.10012, 5.54296], [-1.95563, -3.87228, 5.56399], [-3.33756, -2.43669, 3.29249], [-2.74846, -4.08101, 3.28602], [-1.43438, -1.62080, 2.50836], [-0.54192, -2.28903, 3.87737], [0.39483, -3.97000, 2.55595], [-1.19541, -4.33428, 1.89680], [-0.15423, -1.82391, 0.81088], [-0.92802, -3.17350, 0.03492], [1.19501, -4.53357, 0.24166], [1.16045, -3.26252, -0.95708], [3.20935, -3.64672, 0.94421], [2.97071, -2.24984, -0.05751], [2.75680, -3.60784, 3.24672], [0.43742, -3.08273, 5.85906], [2.26033, -0.86379, 7.09171], [1.75365, 0.11554, 5.08970], [1.31835, -0.74509, -0.11629], [1.80771, 0.92542, -1.83693], [1.27169, 3.17559, -2.47346], [0.00028, 5.88440, 1.08832], [-0.52720, 8.23757, 0.43690], [-0.17795, 8.97159, -1.92672], [0.63058, 7.33395, -3.55965], [1.19339, 5.10441, -2.92970], [0.73947, 4.19369, 1.64423], [4.59100, 7.52489, 2.00404], [4.50450, 7.28950, 3.49710], [3.14867, 7.60404, 3.83128], [2.20407, 7.21560, 2.61683], [1.63736, 5.93554, 2.85926], [1.39975, 8.34251, 2.30369], [3.33696, 7.05358, 1.49623], [4.67934, 8.58832, 1.77205], [5.41060, 6.98331, 1.53944], [5.18277, 7.92217, 4.06321], [4.68756, 6.24221, 3.74825], [-2.80968, -7.16906, -1.01704], [-3.93301, -6.91193, -1.99602], [-4.01606, -5.46900, -2.05566], [-2.56918, -4.83608, -1.85887], [-2.00615, -4.52573, -3.12388], [-2.64061, -3.86293, -0.82385], [-1.84042, -6.14331, -1.29260], [-3.14502, -7.05363, 0.01597], [-2.36169, -8.15048, -1.14401], [-4.87344, -7.33943, -1.67306], [-3.68646, -7.28166, -2.99258], [3.32810, 8.15108, -4.39491], [2.54124, 9.00463, -5.36682], [3.32537, 10.19568, -5.50559], [4.88223, 9.83576, -5.37686], [5.43699, 9.69725, -6.67426], [5.45813, 10.69206, -4.40549], [4.69905, 8.37182, -4.75079], [3.18110, 8.48015, -3.36422], [3.08530, 7.09485, -4.47502], [1.54637, 9.24747, -5.00384], [2.46418, 8.52865, -6.34697], [5.96199, -1.46290, -3.62776], [4.97336, -1.54500, -4.76498], [3.93390, -2.40178, -4.26889], [3.77937, -2.19278, -2.68998], [2.70728, -1.29336, -2.44689], [3.83625, -3.46929, -2.07393], [5.15342, -1.41744, -2.43973], [6.58807, -2.35610, -3.57901], [6.59105, -0.57956, -3.69259], [5.41323, -1.96235, -5.66623], [4.53805, -0.56856, -4.98899], [-7.72952, -11.46761, -1.69794], [-8.54039, -10.73591, -2.74284], [-7.75199, -9.57119, -3.04253], [-6.20577, -9.92466, -2.91489], [-5.66961, -10.19801, -4.19812], [-5.60367, -8.95123, -2.06165], [-6.35725, -11.29332, -2.11840], [-7.84733, -11.01516, -0.71848], [-7.97370, -12.52543, -1.64428], [-9.52326, -10.44542, -2.38327], [-8.64570, -11.32138, -3.65868], [-8.35290, -7.14249, 2.22568], [-9.55928, -7.82921, 2.82996], [-10.27412, -8.34595, 1.69621], [-9.24134, -8.75695, 0.55198], [-8.99198, -10.15794, 0.62523], [-9.64458, -8.15355, -0.66425], [-7.96733, -7.99547, 1.13608], [-8.60806, -6.16205, 1.82027], [-7.53243, -7.04079, 2.93030], [-10.19121, -7.15157, 3.39618], [-9.26730, -8.66966, 3.46272], [-2.99332, 5.84337, -2.50656], [-3.21895, 4.48859, -1.87415], [-4.60863, 4.21633, -2.11255], [-5.05356, 4.86196, -3.50826], [-5.01282, 3.86686, -4.51842], [-6.21148, 5.64954, -3.28553], [-3.78748, 5.82367, -3.70211], [-3.35846, 6.64781, -1.86488], [-1.94836, 6.01734, -2.74739], [-3.00797, 4.48162, -0.80852], [-2.62761, 3.71302, -2.36609], [1.49589, 11.48084, 7.19302], [0.28192, 11.36244, 6.29658], [0.59809, 10.27985, 5.41425], [1.49938, 9.20144, 6.18046], [0.67042, 8.15440, 6.65696], [2.64177, 8.93505, 5.39058], [1.90172, 10.12799, 7.42915], [2.31335, 12.00381, 6.69217], [1.27301, 11.97461, 8.13501], [0.08886, 12.26697, 5.72693], [-0.61045, 11.09239, 6.86539], [6.37483, -6.74339, -3.98114], [5.57102, -6.03816, -5.05012], [6.35579, -4.88094, -5.38034], [7.91659, -5.23050, -5.22541], [8.44358, -5.55222, -6.50093], [8.50374, -4.24650, -4.38734], [7.74117, -6.58275, -4.39353], [6.25104, -6.26649, -3.00702], [6.12989, -7.79874, -3.90207], [4.58505, -5.73747, -4.70628], [5.47379, -6.65166, -5.94814]], "lowdin_charge": [-0.121, -0.248, -0.181, -0.168, -0.195, -0.157, -0.124, -0.149, -0.071, -0.324, 0.193, -0.201, -0.198, 0.289, -0.119, -0.433, -0.186, 0.116, -0.223, -0.001, -0.026, -0.159, -0.150, -0.036, -0.076, -0.084, -0.118, -0.047, -0.052, -0.430, 1.058, 0.068, 0.065, 0.070, 0.100, 0.096, 0.110, 0.078, 0.100, 0.098, 0.096, 0.070, 0.116, 0.097, 0.119, 0.069, 0.093, 0.049, 0.073, 0.097, 0.123, 0.100, 0.098, 0.092, 0.106, 0.105, 0.091, 0.098, 0.077, -0.153, -0.143, -0.259, 0.600, -0.222, -0.207, -0.181, 0.135, 0.136, 0.140, 0.139, -0.150, -0.164, -0.180, 0.596, -0.215, -0.236, -0.193, 0.134, 0.137, 0.089, 0.139, -0.177, -0.168, -0.186, 0.602, -0.216, -0.216, -0.186, 0.132, 0.129, 0.128, 0.136, -0.147, -0.157, -0.185, 0.593, -0.222, -0.215, -0.173, 0.121, 0.140, 0.135, 0.134, -0.146, -0.150, -0.178, 0.619, -0.205, -0.250, -0.177, 0.085, 0.141, 0.130, 0.135, -0.150, -0.153, -0.178, 0.607, -0.233, -0.199, -0.179, 0.138, 0.138, 0.138, 0.136, -0.160, -0.158, -0.187, 0.598, -0.219, -0.220, -0.187, 0.137, 0.110, 0.136, 0.136, -0.165, -0.162, -0.181, 0.624, -0.204, -0.213, -0.184, 0.133, 0.135, 0.136, 0.135, -0.151, -0.155, -0.205, 0.599, -0.211, -0.224, -0.184, 0.136, 0.137, 0.137, 0.135], "orbital_gap_ha": 0.2691, "smiles": "CCCCCCCc1cc(P(O)(O)=S)cc2c1Nc1ccc(-c3ccccc3)cc1S2.O=S1(=O)OCCO1.O=S1(=O)OCCO1.O=S1(=O)OCCO1.O=S1(=O)OCCO1.O=S1(=O)OCCO1.O=S1(=O)OCCO1.O=S1(=O)OCCO1.O=S1(=O)OCCO1.O=S1(=O)OCCO1", "total_energy_ev": -253394.6272, "total_charge": 0, "e_homo_ev": -7.258, "molar_mass_g_mol": 1586.66}